Record 1
DFT (ωB97M-V/def2-TZVPD) results for a structure of composition C22H52ClN7O10S.

The geometry in XYZ format:
```
93
C22H52ClN7O10S | the Open Molecules 2025 dataset | ωB97M-V/def2-TZVPD
C 0.90822 -3.17303 -2.03934
O 0.57222 -4.21338 -1.07572
S 1.71914 -5.29596 -0.91532
O 1.09275 -6.42282 -0.28725
O 2.50298 -4.49671 0.37003
Cl 4.17654 -4.57638 0.17144
H 1.32512 -2.32653 -1.49963
H 0.01805 -2.87499 -2.57657
H 1.64293 -3.52604 -2.75646
C 7.18678 -5.16622 -0.34982
O 6.99287 -3.97033 -0.20264
N 8.34251 -5.79585 -0.08338
C 8.50202 -7.22169 -0.27641
C 9.46079 -5.01279 0.41512
H 6.40999 -5.84797 -0.73288
H 8.75187 -7.71553 0.66442
H 9.29232 -7.43010 -0.99990
H 7.57001 -7.64160 -0.65061
H 9.20003 -4.52460 1.35441
H 9.73731 -4.23860 -0.30067
H 10.30926 -5.67370 0.57657
C -0.18535 -0.40768 -4.06891
O -0.22194 -1.59880 -4.35554
N -0.86808 0.56181 -4.68731
C -0.78680 1.94349 -4.22344
C -1.69426 0.22220 -5.82956
H 0.44569 -0.02364 -3.24947
H -1.77336 2.32145 -3.96297
H -0.35499 2.58433 -4.99384
H -0.18006 1.95141 -3.32410
H -2.46168 -0.50191 -5.55153
H -1.09234 -0.22121 -6.62407
H -2.16879 1.12998 -6.19511
C -1.29699 -1.87775 3.21658
O -1.48216 -1.05694 2.33664
N -0.77682 -3.10023 3.02003
C -0.57760 -4.03207 4.10700
C -0.39866 -3.49460 1.67018
H -1.54875 -1.67990 4.27217
H 0.47755 -4.29571 4.20522
H -1.14783 -4.94904 3.94450
H -0.90985 -3.57735 5.03923
H 0.35034 -2.80912 1.27495
H -1.26108 -3.47223 1.00430
H 0.00973 -4.50149 1.69485
C 0.81135 2.73244 -0.29007
O 0.60787 2.75369 -1.49326
N -0.07382 2.26609 0.60025
C 0.20305 2.21746 2.02306
C -1.35888 1.80046 0.10544
H 1.74090 3.11194 0.16603
H 0.12876 1.19871 2.39773
H -0.49708 2.85142 2.57250
H 1.21555 2.57263 2.20423
H -1.22597 0.97821 -0.59866
H -1.88091 2.60649 -0.41659
H -1.95930 1.45483 0.94047
C 3.12708 -0.13167 2.50990
O 2.18236 0.15781 3.22485
N 3.62185 -1.37382 2.37643
C 4.73163 -1.68342 1.49560
C 3.00534 -2.44172 3.14340
H 3.65487 0.61429 1.89191
H 4.43782 -2.40835 0.73690
H 5.57047 -2.09718 2.05856
H 5.06255 -0.77114 1.00047
H 1.94924 -2.53892 2.88723
H 3.07557 -2.23464 4.21198
H 3.51494 -3.37456 2.91386
C -3.68824 4.23064 -2.45437
O -3.03356 4.02116 -3.46010
N -4.53345 3.34560 -1.89730
C -5.28681 3.65194 -0.69592
C -4.68140 2.04515 -2.52495
H -3.62973 5.18121 -1.89885
H -5.03797 2.95671 0.10709
H -6.35998 3.59033 -0.88763
H -5.05324 4.65677 -0.35754
H -3.72596 1.51874 -2.55555
H -5.03927 2.14928 -3.55037
H -5.39376 1.45717 -1.95049
C -6.02274 6.49850 2.14162
O -6.01313 5.34497 1.75495
N -6.74451 7.48244 1.57083
C -6.72397 8.84136 2.06679
C -7.56882 7.15446 0.42064
H -5.43056 6.83911 3.00668
H -7.72128 9.15846 2.37831
H -6.36397 9.53132 1.30099
H -6.05826 8.90102 2.92617
H -8.30495 6.39287 0.67947
H -6.95789 6.76569 -0.39478
H -8.08142 8.05389 0.08694
```

Values from the calculation:
LUMO level	0.343	eV
relative energy (zero: lowest compared OMol25 entry of this formula, charge and spin)	0.0	kcal/mol
strongest force on any atom	0.49	eV Å⁻¹
HOMO-LUMO gap	9.0	eV
2S+1	1
total charge	0

Record 2
DFT (ωB97M-V/def2-TZVPD) results for a cluster of 2 separate species, C2H2ClIO2 in total.

The geometry in XYZ format:
```
8
C2H2ClIO2 | the Open Molecules 2025 dataset | ωB97M-V/def2-TZVPD
C -0.05045 -1.94877 0.09443
C 0.88879 1.51394 -0.09922
O -0.33234 -2.58328 -0.81365
O 0.39906 -1.35662 0.97442
Cl -2.54741 -0.37585 0.08245
I -1.08325 1.82623 0.04071
H 1.31326 1.98632 -0.98709
H 1.41234 0.93803 0.70795
```

Values from the calculation:
LUMO level (alpha / beta)	-1.399 / -2.088	eV
relative energy (zero: lowest compared OMol25 entry of this formula, charge and spin)	31.0	kcal/mol
strongest force on any atom	1.65	eV Å⁻¹
HOMO-LUMO gap (alpha / beta)	7.7 / 7.3	eV
2S+1	1
total charge	0

Record 3
DFT (ωB97M-V/def2-TZVPD) results for the molecule C3H4O2.

The geometry in XYZ format:
```
9
C3H4O2 | the Open Molecules 2025 dataset | ωB97M-V/def2-TZVPD
O -1.37767 0.08393 0.87034
C 0.01048 0.04914 0.77626
C 0.39429 -0.84304 -0.31925
C 0.33604 0.54297 -0.65366
O 1.55446 -0.21224 -0.83983
H 0.55444 0.40127 1.64822
H -0.06317 -1.75191 -0.66869
H -1.60975 0.13717 -0.07908
H 0.20088 1.59271 -0.73432
```

Values from the calculation:
SMILES	O[C@@H]1[C@H]2O[C@@H]12
LUMO level	1.050	eV
relative energy (zero: lowest compared OMol25 entry of this formula, charge and spin)	111.0	kcal/mol
strongest force on any atom	1.61	eV Å⁻¹
HOMO-LUMO gap	10.2	eV
2S+1	1
total charge	0

Record 4
DFT (ωB97M-V/def2-TZVPD) results for a cluster of 9 separate species, C81H171N9O9 in total.

The geometry in XYZ format:
```
270
C81H171N9O9 | the Open Molecules 2025 dataset | ωB97M-V/def2-TZVPD
C 3.94694 -3.24930 1.25945
C 4.65988 -3.29647 -0.15196
C 6.22750 -3.17682 0.08970
C 6.97237 -3.40899 -1.17149
C 6.55593 -4.81359 -1.77419
C 5.05334 -4.95140 -2.01435
N 4.27316 -4.52575 -0.82547
O 2.94274 -4.66235 -1.03234
C 4.74574 -4.17021 -3.29994
C 4.74765 -6.47178 -2.21158
C 4.18710 -1.99390 -0.94256
H 2.86010 -3.18776 1.20393
H 4.33713 -2.44102 1.87794
H 4.09741 -4.23934 1.68989
H 6.48916 -2.16439 0.39728
H 6.59887 -3.83718 0.87335
H 8.04048 -3.33704 -0.96637
H 6.93679 -2.61042 -1.91252
H 6.89465 -5.56689 -1.06292
H 7.13280 -5.02901 -2.67359
H 5.31819 -3.25823 -3.46932
H 5.07698 -4.83125 -4.10082
H 3.69104 -3.93104 -3.43597
H 4.64219 -6.99342 -1.26032
H 3.76600 -6.49979 -2.68452
H 5.48142 -7.03111 -2.79194
H 3.96244 -1.12404 -0.32532
H 3.26195 -2.22201 -1.47187
H 4.95117 -1.62734 -1.62808
H 2.71041 -5.27915 -0.33435
C -1.73573 0.25742 1.27352
C -0.19962 0.30511 0.90571
C 0.35221 -1.14840 0.64564
C 0.09413 -1.72651 -0.76577
C 0.57962 -0.80215 -1.87203
C 0.03825 0.68177 -1.70158
N 0.10221 1.11517 -0.30027
O -0.31683 2.44325 -0.14294
C 0.95996 1.61837 -2.56801
C -1.37825 0.78183 -2.30729
C 0.55248 0.65866 2.18990
H -2.37434 0.11426 0.40187
H -2.04236 1.14302 1.83011
H -1.94864 -0.59530 1.91822
H 1.39622 -1.38401 0.85212
H -0.19656 -1.90468 1.20689
H -0.94561 -2.01937 -0.91166
H 0.54750 -2.71435 -0.84780
H 0.43368 -1.15350 -2.89348
H 1.66478 -0.70549 -1.83756
H 2.01341 1.47023 -2.33055
H 0.73873 1.40619 -3.61403
H 0.84058 2.70180 -2.57243
H -1.89798 -0.15901 -2.12619
H -2.01451 1.61712 -2.01479
H -1.30778 0.78402 -3.39501
H 0.17210 0.11147 3.05246
H 0.34873 1.71290 2.37739
H 1.64069 0.62466 2.13749
H 0.40125 3.04400 -0.35521
C -2.70895 -3.81823 2.87334
C -3.01081 -3.61024 4.40022
C -3.82118 -4.86994 4.87553
C -2.89767 -6.08898 5.17034
C -1.72647 -5.82475 6.06716
C -0.92099 -4.63239 5.64350
N -1.73732 -3.47715 5.20034
O -0.95052 -2.42879 4.87665
C -0.15199 -4.25332 6.92044
C 0.12729 -5.08407 4.57698
C -3.83705 -2.31049 4.61705
H -3.01505 -4.77101 2.44134
H -1.67575 -3.62741 2.58318
H -3.27784 -3.05009 2.34950
H -4.45081 -4.49005 5.68011
H -4.54366 -5.10798 4.09485
H -2.54067 -6.33167 4.16947
H -3.51832 -6.88471 5.58229
H -1.22422 -6.78795 6.15711
H -2.20634 -5.67860 7.03487
H 0.66194 -3.53672 6.81042
H -0.80379 -3.65881 7.56060
H 0.20466 -5.06721 7.55169
H 0.78779 -4.22998 4.42740
H 0.65998 -5.96667 4.93105
H -0.44555 -5.35905 3.69136
H -3.43458 -1.46457 4.05978
H -3.81303 -2.19934 5.70110
H -4.86921 -2.41867 4.28381
H -1.27819 -1.76943 5.49268
C 2.56680 -0.88631 -8.08852
C 1.83153 -0.24263 -6.88910
C 1.79398 1.31145 -6.91508
C 0.63725 2.03143 -7.68065
C -0.70170 1.48960 -7.19917
C -0.81738 -0.07025 -7.43244
N 0.39533 -0.72049 -6.79741
O 0.24923 -2.02729 -6.65108
C -2.10457 -0.51622 -6.72761
C -0.72653 -0.42959 -8.91846
C 2.54322 -0.65208 -5.61901
H 2.76737 -1.93403 -7.86461
H 3.55949 -0.43966 -8.14483
H 2.09356 -0.99178 -9.06475
H 1.83041 1.75754 -5.92121
H 2.66094 1.66395 -7.47384
H 0.81711 1.89237 -8.74667
H 0.57704 3.08561 -7.41013
H -1.45936 2.03787 -7.75904
H -0.71910 1.84702 -6.16958
H -2.31155 -1.57111 -6.90782
H -2.01832 -0.29599 -5.66358
H -2.92589 0.06592 -7.14552
H 0.08719 -0.03991 -9.53009
H -0.82823 -1.48506 -9.17094
H -1.67355 0.00118 -9.24357
H 3.62499 -0.54764 -5.53544
H 2.24525 -1.64545 -5.28357
H 2.20246 -0.06284 -4.76767
H 0.34747 -2.37061 -7.54220
C -8.46073 1.27784 3.04396
C -7.03857 1.21699 2.51504
C -6.54513 -0.28768 2.60144
C -5.29091 -0.65862 1.75090
C -5.41917 -0.21655 0.36328
C -5.86967 1.25944 0.19462
N -7.10586 1.49495 1.02473
O -7.72313 2.74607 0.73729
C -4.75174 2.15794 0.46990
C -6.15067 1.48066 -1.26358
C -6.18316 2.20804 3.32306
H -8.74218 2.22696 3.50010
H -8.66931 0.50684 3.78567
H -9.19238 1.07010 2.26318
H -6.30945 -0.56203 3.62969
H -7.39712 -0.89532 2.29653
H -5.05243 -1.71920 1.67087
H -4.38425 -0.20498 2.15125
H -6.12320 -0.84269 -0.18481
H -4.54084 -0.48551 -0.22349
H -4.29213 2.00073 1.44568
H -3.96711 1.91755 -0.24750
H -4.93026 3.23098 0.40037
H -5.22616 1.28947 -1.80840
H -6.91072 0.83923 -1.70968
H -6.48809 2.48103 -1.53470
H -6.18147 3.23076 2.94604
H -5.14704 1.87064 3.29612
H -6.54515 2.11708 4.34716
H -7.08955 3.41896 0.99689
C 2.57102 -0.02215 7.07702
C 3.63824 -0.74708 6.20403
C 4.36400 0.18187 5.10856
C 5.44016 1.10054 5.73884
C 6.40224 0.17532 6.54443
C 5.78122 -0.75347 7.62266
N 4.61268 -1.42668 7.07528
O 4.09546 -2.40768 7.92595
C 6.86559 -1.75114 7.96203
C 5.47662 -0.01693 8.94501
C 2.89628 -1.80533 5.30133
H 2.20627 -0.79311 7.75575
H 1.72919 0.28337 6.45566
H 3.08436 0.77643 7.61261
H 4.75563 -0.44481 4.30732
H 3.63012 0.83458 4.63582
H 4.88214 1.77572 6.38758
H 5.96139 1.47751 4.85889
H 7.27015 0.72972 6.90144
H 6.87118 -0.43948 5.77617
H 6.70655 -2.20892 8.93837
H 6.97774 -2.58798 7.27266
H 7.92198 -1.48822 7.90702
H 4.95360 -0.71264 9.60116
H 6.33896 0.40877 9.45809
H 4.71117 0.75131 8.83547
H 2.39729 -2.50599 5.97079
H 3.64985 -2.38855 4.77210
H 2.18422 -1.31927 4.63440
H 4.08523 -3.22445 7.42159
C -4.43085 -4.55622 -1.08019
C -5.11269 -4.18979 -2.47825
C -5.28996 -2.65561 -2.55070
C -3.96032 -1.89659 -2.77421
C -3.22644 -2.50082 -3.93980
C -2.99580 -4.00380 -3.95997
N -4.30305 -4.70699 -3.58851
O -4.26412 -6.09558 -3.69853
C -2.78823 -4.36405 -5.40136
C -1.71025 -4.35914 -3.14318
C -6.58092 -4.72856 -2.54494
H -4.02273 -5.55968 -1.20105
H -5.20865 -4.48988 -0.31945
H -3.53841 -3.99426 -0.80475
H -6.00808 -2.35733 -3.31453
H -5.73852 -2.32530 -1.61379
H -3.25885 -2.02355 -1.94964
H -4.10952 -0.83494 -2.97103
H -2.30014 -1.94811 -4.09659
H -3.93179 -2.25797 -4.73454
H -2.51867 -5.39234 -5.64230
H -3.60144 -4.02068 -6.04080
H -1.94743 -3.75993 -5.74224
H -0.76928 -4.00162 -3.56132
H -1.73634 -4.02835 -2.10491
H -1.61171 -5.44390 -3.10203
H -7.23754 -4.21632 -1.84170
H -6.56299 -5.77014 -2.22417
H -7.05019 -4.72323 -3.52874
H -3.69150 -6.44653 -3.01257
C -3.01932 7.96686 -1.56095
C -1.86574 7.01256 -1.35645
C -2.50106 5.66163 -0.77576
C -2.94529 4.67429 -1.88230
C -1.81536 4.39186 -2.84417
C -1.30934 5.73267 -3.54251
N -0.98766 6.80439 -2.55953
O -0.52872 7.95785 -3.20236
C 0.04822 5.38336 -4.18866
C -2.34503 6.14682 -4.59090
C -0.95285 7.46012 -0.16554
H -2.71889 8.96325 -1.88509
H -3.70848 8.18197 -0.74432
H -3.56108 7.59896 -2.43230
H -1.74399 5.14515 -0.18569
H -3.39238 5.83960 -0.17412
H -3.83424 5.11477 -2.33379
H -3.21551 3.69844 -1.47881
H -2.22763 3.72869 -3.60466
H -0.97389 3.89170 -2.36471
H 0.42331 6.12623 -4.89262
H 0.84425 5.30853 -3.44783
H 0.02421 4.44343 -4.74007
H -2.01299 7.03761 -5.12413
H -2.45225 5.37045 -5.34843
H -3.35967 6.40132 -4.28457
H -0.48857 8.44191 -0.25843
H -0.15391 6.79381 0.15977
H -1.61028 7.55204 0.69900
H -1.31415 8.24625 -3.67303
C 4.61334 4.46146 3.63149
C 3.95764 5.29102 2.47483
C 5.15974 6.15315 2.03422
C 4.89550 6.77216 0.67880
C 4.77589 5.66735 -0.26867
C 3.55371 4.69101 -0.03072
N 3.55751 4.33608 1.37016
O 2.41288 3.60373 1.68079
C 2.24958 5.42028 -0.57447
C 3.79719 3.35798 -0.72168
C 2.74098 6.20409 2.94645
H 5.48569 3.84926 3.40280
H 3.93689 3.69580 4.01135
H 4.93148 5.10519 4.45156
H 5.38068 6.98723 2.70025
H 6.06584 5.56270 1.89840
H 5.71946 7.43173 0.40649
H 4.06704 7.48032 0.66241
H 5.73014 5.17507 -0.45620
H 4.67053 6.12824 -1.25080
H 2.45557 5.68031 -1.61277
H 1.37982 4.80486 -0.34453
H 2.01436 6.37675 -0.10766
H 4.18665 3.49489 -1.73048
H 4.39267 2.59339 -0.22279
H 2.89370 2.75122 -0.78204
H 3.06464 6.70785 3.85726
H 1.89320 5.59856 3.26689
H 2.41227 7.00615 2.28558
H 2.87170 2.76080 1.65719
```

Values from the calculation:
LUMO level (alpha / beta)	-2.412 / -6.275	eV
relative energy (zero: lowest compared OMol25 entry of this formula, charge and spin)	0.0	kcal/mol
strongest force on any atom	4.42	eV Å⁻¹
HOMO-LUMO gap (alpha / beta)	6.7 / 2.8	eV
2S+1	2
total charge	+1

Record 5
DFT (ωB97M-V/def2-TZVPD) results for the molecule C7H7N3O4.

The geometry in XYZ format:
```
21
C7H7N3O4 | the Open Molecules 2025 dataset | ωB97M-V/def2-TZVPD
C 2.05712 -0.74216 0.77820
C 1.77686 0.52585 0.24209
C 1.09817 -1.64667 1.10679
C 0.41237 0.76889 -0.11247
C -0.25791 -1.41026 0.68428
C -0.56518 -0.19673 0.06164
C -2.05925 0.07839 -0.25189
N -2.25051 1.01694 -1.52793
N -2.78497 -1.25673 -0.71477
N -2.54695 0.71516 1.04180
O -2.24430 -2.09339 -1.38883
O -3.89057 -1.37899 -0.23341
O -2.86076 0.02858 1.96613
O -2.46403 1.93404 0.97658
H 3.02914 -0.76232 1.13631
H 2.44937 1.31782 0.04020
H 1.47078 -2.45647 1.64193
H 0.12742 1.71745 -0.53486
H -0.97723 -2.20523 0.79423
H -1.90632 1.92913 -1.40848
H -1.79349 0.42440 -2.20101
```

Values from the calculation:
SMILES	NC(c1ccccc1)([N+](=O)[O-])[N+](=O)[O-]
LUMO level	-0.527	eV
relative energy (zero: lowest compared OMol25 entry of this formula, charge and spin)	14.3	kcal/mol
strongest force on any atom	5.23	eV Å⁻¹
HOMO-LUMO gap	9.4	eV
2S+1	1
total charge	0